No. 1
Computed, not measured: a structure of composition C21H29ClN4O6PS5SbTa, with ωB97M-V/def2-TZVPD.

CARTESIAN COORDINATES (ANGSTROEM)
Ta1 -13.3545 -5.5689 10.0696
C1 -14.3108 -6.2746 15.8452
C2 -14.7775 -7.4164 14.9392
O1 -13.8569 -7.5931 13.9199
P1 -14.2738 -7.4291 12.4182
S1 -12.7104 -7.8849 11.2286
S2 -14.9150 -5.5530 11.9507
O2 -15.5092 -8.3550 12.2646
C3 -15.4947 -9.7823 11.9896
C4 -14.7367 -10.6567 12.9648
H1 -15.0329 -6.1115 16.6007
H2 -14.2533 -5.3512 15.2817
H3 -13.3401 -6.3701 16.2973
H4 -15.8247 -7.2124 14.5674
H5 -14.8297 -8.3366 15.5315
H6 -15.0296 -9.8467 10.9601
H7 -16.5413 -10.0506 11.8574
H8 -13.6945 -10.3732 12.9139
H9 -14.9184 -11.7307 12.7364
H10 -15.1199 -10.4759 13.9985
O3 -7.3913 -5.2303 10.8374
C5 -7.6107 -5.7247 9.6647
O4 -6.7434 -5.9633 8.9018
C6 -9.0300 -5.9493 9.2490
C7 -9.3888 -6.6074 8.0894
Cl1 -8.4377 -7.4159 6.9497
N1 -10.7125 -6.4269 7.9321
N2 -11.2679 -5.8461 9.0457
C8 -10.2401 -5.5659 9.8250
C9 -10.6096 -4.9469 11.1478
O5 -9.7213 -4.6676 11.9809
O6 -11.8668 -4.8374 11.3312
C10 -11.5492 -7.0022 6.8174
C11 -11.6641 -8.3692 6.7336
C12 -12.4207 -8.9385 5.7080
C13 -12.9702 -8.1244 4.7138
C14 -12.8492 -6.7428 4.8304
C15 -12.1437 -6.1665 5.8539
H11 -8.1807 -4.8630 11.3141
H12 -11.0644 -8.9890 7.3916
H13 -12.6398 -9.9829 5.6008
H14 -13.6117 -8.6076 4.0289
H15 -13.2467 -6.0966 4.0423
H16 -12.0291 -5.0643 5.9333
S3 -17.5498 -4.2886 9.7446
Sb1 -16.0103 -4.6585 8.1667
S4 -14.4722 -6.7492 8.4794
S5 -14.0557 -3.4799 9.3771
C16 -14.4976 0.2487 12.8290
C17 -14.9315 -0.8330 11.8094
N3 -14.8493 -2.1171 12.4447
C18 -15.6645 -2.1038 13.6601
C19 -14.9514 -1.2156 14.7387
N4 -13.8853 -0.5126 14.0227
C20 -12.8208 -1.4460 13.5863
C21 -13.4890 -2.4712 12.6808
H17 -15.3364 0.7621 13.3516
H18 -13.7565 0.9394 12.5431
H19 -14.3717 -0.8007 10.8575
H20 -15.9616 -0.5424 11.5281
H21 -15.8233 -3.0947 14.1293
H22 -16.6428 -1.6776 13.4620
H23 -14.5332 -1.7861 15.5687
H24 -15.6496 -0.5049 15.1750
H25 -13.4409 0.1672 14.6691
H26 -12.3126 -1.8851 14.4556
H27 -12.1362 -0.8928 13.0134
H28 -13.4410 -3.5087 13.1427
H29 -12.9086 -2.5463 11.7717

## Properties
total charge: +1
orbital gap: 6.8 eV
electronic energy: -4577.88006 Ha
highest occupied orbital energy: -10.17 eV


No. 2
Computed, not measured: a structure of composition C21H29CoN2O5Si, with ωB97M-V/def2-TZVPD.

CARTESIAN COORDINATES (ANGSTROEM)
Co1 -0.0576 -0.1002 0.0919
C1 0.2277 0.3591 6.7375
O1 1.5609 0.2533 6.2607
C2 1.7499 0.2219 4.9279
C3 3.0808 -0.0166 4.5220
C4 3.3635 -0.0789 3.1929
C5 2.3615 0.0736 2.2037
C6 2.6655 -0.0404 0.8124
C7 4.0644 0.0308 0.2752
O2 1.7944 -0.1959 -0.0707
C8 1.0259 0.3248 2.6278
O3 0.0405 0.5499 1.8045
C9 0.7455 0.4056 4.0042
H1 0.2859 0.2497 7.8160
H2 -0.3965 -0.4330 6.3189
H3 -0.2020 1.3327 6.4924
H4 3.8416 -0.1543 5.2767
H5 4.3811 -0.2859 2.8950
H6 4.8347 0.0670 1.0364
H7 4.1238 0.9391 -0.3269
H8 4.2363 -0.8147 -0.3903
H9 -0.2750 0.6135 4.2878
N1 -1.9873 -0.0824 0.1151
C10 -2.7081 1.1613 0.4686
C11 -2.3360 2.3012 -0.4682
C12 -0.8363 2.5472 -0.3791
O4 -0.3745 3.5514 0.1091
O5 -0.1287 1.5414 -0.8497
H10 -2.2149 -0.3547 -0.8392
H11 -2.2760 -0.8507 0.7135
H12 -2.4300 1.4122 1.4931
H13 -3.7840 0.9782 0.4400
H14 -2.8822 3.1991 -0.1860
H15 -2.5949 2.0374 -1.4970
C13 2.0099 -3.3842 -1.4599
Si1 0.2869 -2.6542 -1.3941
C14 -0.9707 -3.9224 -1.9473
C15 0.2666 -1.2208 -2.6087
N2 -0.1982 -1.9934 0.1448
C16 -0.4357 -2.7541 1.2903
C17 -0.1047 -4.1205 1.3473
C18 -0.3617 -4.8864 2.4716
C19 -0.9576 -4.3301 3.5947
C20 -1.3099 -2.9905 3.5517
C21 -1.0682 -2.2184 2.4257
H16 2.2479 -3.6776 -2.4864
H17 2.1479 -4.2604 -0.8268
H18 2.7386 -2.6309 -1.1502
H19 -0.7376 -4.2843 -2.9524
H20 -1.9751 -3.4924 -1.9707
H21 -0.9970 -4.7853 -1.2795
H22 0.5717 -1.5937 -3.5897
H23 0.9657 -0.4279 -2.3378
H24 -0.7150 -0.7549 -2.7399
H25 0.3661 -4.5930 0.4967
H26 -0.0881 -5.9347 2.4664
H27 -1.1413 -4.9259 4.4785
H28 -1.7840 -2.5291 4.4108
H29 -1.3518 -1.1757 2.4361

## Properties
total charge: 0
orbital gap (spin up / spin down): 7.0 / 7.0 eV
electronic energy: -2975.66013 Ha
highest occupied orbital energy (spin up / spin down): -7.51 / -7.53 eV


No. 3
Computed, not measured: a structure of composition C21H29F3MgN3O8S, with ωB97M-V/def2-TZVPD.

CARTESIAN COORDINATES (ANGSTROEM)
N1 1.5388 0.1955 -0.9425
C1 2.6660 0.6650 -1.5940
C2 2.6183 1.6567 -2.9273
N2 2.5931 3.1470 -2.5615
C3 4.0373 3.4840 -2.2653
C4 4.3273 5.0656 -1.9455
C5 5.9828 5.3060 -1.9370
C6 6.7513 4.4262 -0.7862
C7 7.2391 2.9362 -1.2612
N3 7.7741 2.8546 -2.6749
H1 1.9370 -0.3997 -0.1564
H2 3.7404 0.3682 -1.1694
H3 3.6015 1.3928 -3.5468
H4 1.7122 1.3449 -3.6207
H5 4.3637 2.8758 -1.2916
H6 4.7922 3.1699 -3.1284
H7 3.8563 5.3022 -0.8855
H8 3.8191 5.8127 -2.7030
H9 6.4536 5.2248 -3.0139
H10 6.1093 6.4507 -1.6198
H11 7.6781 5.0292 -0.3838
H12 5.9881 4.3093 0.1222
H13 8.1353 2.6334 -0.5311
H14 6.4038 2.0921 -1.1385
H15 7.9216 1.8199 -2.8718
H16 7.0344 3.1514 -3.3656
C8 -0.2583 0.2558 1.6488
C9 -0.2086 -1.1433 2.2569
O1 -1.0339 -1.0753 3.4175
S1 -2.2389 -0.0093 3.1491
O2 -3.4129 -0.7486 2.7415
O3 -2.2485 0.9507 4.2283
O4 -1.6016 0.7016 1.8275
H17 0.4031 0.9429 2.1864
H18 0.0050 0.2542 0.5877
H19 0.8069 -1.4460 2.5231
H20 -0.6424 -1.8842 1.5770
C10 -2.6132 -6.8261 3.2302
C11 -1.7487 -5.8340 3.0090
C12 -2.0698 -4.7227 2.0711
O5 -1.2631 -3.8150 1.9027
C13 -3.3626 -4.7644 1.3701
C14 -4.2256 -5.7585 1.5888
C15 -3.9158 -6.8546 2.5472
O6 -4.7368 -7.7449 2.7410
O7 -5.4412 -5.8053 0.9313
O8 -0.5214 -5.8018 3.6453
H21 -2.3937 -7.6390 3.9109
H22 -3.5759 -3.9600 0.6779
H23 -5.8846 -6.6175 1.2603
H24 -0.0806 -4.9865 3.3208
F1 -5.4130 1.6007 -3.3571
C16 -5.4040 0.9656 -2.1776
C17 -4.3593 1.1901 -1.2877
C18 -4.3521 0.5330 -0.0573
C19 -5.3852 -0.3504 0.2651
C20 -6.4267 -0.5729 -0.6369
C21 -6.4394 0.0928 -1.8624
H25 -3.5612 1.8734 -1.5589
H26 -3.5439 0.7076 0.6486
H27 -5.3769 -0.8661 1.2231
H28 -7.2275 -1.2641 -0.3854
H29 -7.2458 -0.0616 -2.5716
Mg1 -8.4325 -0.9639 0.9803
F2 0.7859 4.5432 -2.7228
F3 -4.4299 -3.4102 3.3493

## Properties
total charge: -1
orbital gap: 1.2 eV
electronic energy: -2481.19159 Ha
highest occupied orbital energy: -3.76 eV


No. 4
Computed, not measured: an isolated molecule of C21H29FN2O2, with ωB97M-V/def2-TZVPD.

CARTESIAN COORDINATES (ANGSTROEM)
O1 -4.3091 0.0860 -1.6047
C1 -3.2166 -0.1364 -1.1249
N1 -2.2764 0.8142 -0.9599
C2 -2.4815 2.1914 -1.3411
C3 -2.2662 3.1424 -0.1561
C4 -0.8604 3.0402 0.3668
C5 -0.5852 2.4146 1.5757
C6 0.7148 2.2870 2.0349
C7 1.7694 2.7859 1.2924
C8 1.4856 3.4092 0.0907
F1 2.5045 3.8995 -0.6516
C9 0.1964 3.5433 -0.3845
C10 -2.8264 -1.5456 -0.6734
C11 -3.3828 -1.8231 0.7241
C12 -2.6676 -0.9439 1.7365
C13 -1.1529 -0.9476 1.6359
O2 -0.4751 -0.6183 2.5925
N2 -0.6014 -1.2305 0.4261
C14 0.8620 -1.2248 0.3313
C15 1.3477 -0.3588 -0.8361
C16 2.8011 0.0822 -0.6460
C17 3.8452 -0.8762 -1.2244
C18 3.5538 -2.3672 -1.0304
C19 2.9349 -2.7332 0.3198
C20 1.4089 -2.6542 0.3111
C21 -1.3317 -1.8516 -0.6668
H1 -1.4089 0.5916 -0.4950
H2 -1.7891 2.4498 -2.1506
H3 -3.5057 2.2664 -1.7133
H4 -2.4653 4.1604 -0.4954
H5 -2.9772 2.8986 0.6345
H6 -1.3922 2.0218 2.1747
H7 0.8976 1.7826 2.9700
H8 2.7909 2.7060 1.6276
H9 0.0243 4.0434 -1.3254
H10 -3.3107 -2.2213 -1.3863
H11 -4.4554 -1.6244 0.7450
H12 -3.2272 -2.8766 0.9680
H13 -2.9846 0.0958 1.6104
H14 -2.9223 -1.2329 2.7578
H15 1.1883 -0.7474 1.2622
H16 1.2466 -0.8833 -1.7871
H17 0.7219 0.5371 -0.8750
H18 2.9814 0.2242 0.4205
H19 2.9449 1.0533 -1.1234
H20 4.8061 -0.6360 -0.7644
H21 3.9483 -0.6905 -2.2961
H22 2.8885 -2.7181 -1.8224
H23 4.4959 -2.9062 -1.1513
H24 3.3402 -2.0984 1.1078
H25 3.2085 -3.7637 0.5575
H26 1.0428 -3.1822 -0.5728
H27 1.0201 -3.1671 1.1947
H28 -1.2179 -2.9427 -0.6018
H29 -0.8808 -1.5249 -1.6079

## Properties
total charge: 0
orbital gap: 10.0 eV
SMILES: O=C(NCCc1cccc(F)c1)[C@@H]1CCC(=O)N(C2CCCCCC2)C1
electronic energy: -1177.53850 Ha
highest occupied orbital energy: -9.30 eV